(1)
16
Properties=species:S:1:pos:R:3 method="wB97M-V/def2-TZVPD" lumo_energy_ev=0.64 smiles=C[C@@H](O)[C@@H](C)C#N largest_force_ha_per_bohr=0.0683 de_lowest_kj_mol=233.2
C -0.53923 -0.50699 -1.54370
C -1.06056 -0.04512 -0.00412
O -1.60262 -1.07151 0.77401
C 0.05814 0.67928 0.78283
C 1.27989 -0.24953 0.96669
C 0.44442 1.87902 0.03936
N 0.74162 2.79926 -0.59394
H 0.12831 0.23755 -2.01442
H -1.34554 -0.66929 -2.30045
H -0.04959 -1.44936 -1.38056
H -1.72241 0.44861 -0.66403
H -0.85637 -1.60565 1.09162
H -0.25506 1.01011 1.79015
H 2.09878 0.27121 1.46776
H 1.64333 -0.60716 -0.00040
H 1.03690 -1.12043 1.58921



(2)
16
Properties=species:S:1:pos:R:3 method="wB97M-V/def2-TZVPD" lumo_energy_ev=0.94 smiles="[H]/N=C1/CCCCO1" largest_force_ha_per_bohr=0.0079 de_lowest_kj_mol=90.1
N -1.14077 0.31164 2.30969
C -0.67559 0.51617 1.15221
C 0.78224 0.74404 0.88036
C 1.25303 -0.40231 -0.02040
C 0.44481 -0.37341 -1.31980
C -1.06508 -0.29125 -1.06811
O -1.46326 0.54137 0.02962
H -2.13935 0.10644 2.23763
H 0.89967 1.70184 0.35596
H 1.33032 0.78895 1.82276
H 1.09562 -1.35079 0.51107
H 2.32494 -0.32371 -0.23346
H 0.77490 0.47812 -1.92756
H 0.63013 -1.27959 -1.90913
H -1.47427 -1.29347 -0.88079
H -1.57735 0.12595 -1.94005



(3)
16
Properties=species:S:1:pos:R:3 method="wB97M-V/def2-TZVPD" lumo_energy_ev=0.68 smiles=C[C@@H](O)[C@@H](C)C#N largest_force_ha_per_bohr=0.0218 de_lowest_kj_mol=88.5
C -1.17414 -0.36644 -1.03928
C -0.83456 -0.10055 0.42170
O -0.73390 -1.30144 1.16648
C 0.52022 0.60572 0.62786
C 1.71316 -0.19104 0.08761
C 0.47158 1.95413 0.04348
N 0.42291 3.00723 -0.43367
H -1.17550 0.56141 -1.62119
H -2.17251 -0.81235 -1.12032
H -0.45589 -1.06359 -1.48161
H -1.60901 0.55063 0.85603
H -1.54268 -1.80918 1.02710
H 0.64035 0.72680 1.71134
H 2.65342 0.27943 0.38746
H 1.69553 -0.24855 -1.00474
H 1.67436 -1.20307 0.49738



(4)
16
Properties=species:S:1:pos:R:3 method="wB97M-V/def2-TZVPD" lumo_energy_ev=0.71 largest_force_ha_per_bohr=0.0143 de_lowest_kj_mol=364.8
C -1.47403 -0.18250 1.14996
C -1.26813 -0.14930 -0.35766
N -0.67344 1.02369 -1.01091
C 0.59290 1.14400 -1.31948
C 1.53763 0.50372 -0.27681
C 1.98623 -0.93319 -0.06078
O 1.30994 -1.93220 -0.13890
H -0.56238 0.07244 1.69655
H -2.28223 0.47032 1.48887
H -1.71818 -1.21755 1.42058
H -2.20059 -0.30830 -0.90037
H -1.31114 1.57496 -1.57543
H -0.58430 -0.95126 -0.62842
H 1.16921 0.81912 0.71678
H 2.42738 1.09983 -0.46095
H 3.05112 -1.03378 0.25698



(5)
16
Properties=species:S:1:pos:R:3 method="wB97M-V/def2-TZVPD" lumo_energy_ev=0.64 largest_force_ha_per_bohr=0.0465 de_lowest_kj_mol=276.3
C 0.84432 1.27423 0.58907
C 0.12755 0.09968 -0.09576
C 1.16184 -0.98033 -0.60086
C -0.61021 -0.80766 0.76749
O -2.29303 -0.01117 0.47679
C -1.97601 0.51723 -0.69310
N -0.76863 0.58485 -1.13612
H 1.34549 1.88107 -0.17395
H 1.59810 0.92043 1.30322
H 0.14657 1.93085 1.12189
H 1.73433 -1.53099 0.17402
H 0.68208 -1.71665 -1.25811
H 1.85651 -0.37804 -1.16254
H -0.98411 -1.70103 0.29622
H -0.09260 -1.00342 1.73328
H -2.77221 0.92094 -1.34155



(6)
16
Properties=species:S:1:pos:R:3 method="wB97M-V/def2-TZVPD" lumo_energy_ev=1.08 smiles="[H]/N=C(/C)OC1CC1" largest_force_ha_per_bohr=0.0075 de_lowest_kj_mol=206.7
C -0.96156 1.16322 -1.66937
C -0.64050 1.20443 -0.20453
N -1.50908 1.47386 0.67184
O 0.67952 0.87504 0.02692
C 0.83466 -0.18950 0.92913
C 1.56712 -1.39413 0.43646
C 0.07175 -1.43712 0.61863
H -0.90964 2.16311 -2.10723
H -0.23480 0.52407 -2.17513
H -1.97139 0.77403 -1.81473
H -1.11589 1.45055 1.61405
H 0.95650 0.11600 1.96631
H 1.93577 -1.35626 -0.58456
H 2.19334 -1.93988 1.13683
H -0.53582 -1.43102 -0.28437
H -0.35998 -1.99637 1.43976



Please write out number 1 again, unchanged.
16
Properties=species:S:1:pos:R:3 method="wB97M-V/def2-TZVPD" lumo_energy_ev=0.64 smiles=C[C@@H](O)[C@@H](C)C#N largest_force_ha_per_bohr=0.0683 de_lowest_kj_mol=233.2
C -0.53923 -0.50699 -1.54370
C -1.06056 -0.04512 -0.00412
O -1.60262 -1.07151 0.77401
C 0.05814 0.67928 0.78283
C 1.27989 -0.24953 0.96669
C 0.44442 1.87902 0.03936
N 0.74162 2.79926 -0.59394
H 0.12831 0.23755 -2.01442
H -1.34554 -0.66929 -2.30045
H -0.04959 -1.44936 -1.38056
H -1.72241 0.44861 -0.66403
H -0.85637 -1.60565 1.09162
H -0.25506 1.01011 1.79015
H 2.09878 0.27121 1.46776
H 1.64333 -0.60716 -0.00040
H 1.03690 -1.12043 1.58921